DFT (wB97M-V/def2-TZVPD) results for a molecular structure, C22H25BF4NORe at a distorted geometry.

Max |F|, eV/Å: 6.1
Calculated total energy, Ha: -1485.75228
Net charge: +1
Multiplicity: 4
M, g mol⁻¹: 592.46

```
55
C22H25BF4NORe, DFT wB97M-V/def2-TZVPD
Re -0.001 -0.001 1.869
F -1.297 0.428 5.784
F -0.001 -0.001 3.869
F 0.317 -1.328 5.787
F 1.011 0.932 5.749
O -3.125 0.144 -2.948
N -1.616 1.801 -2.746
C -3.485 -1.591 -0.586
C 1.830 1.409 2.441
C -1.446 -1.528 0.797
C -1.298 -1.529 3.099
C -0.296 -2.250 1.185
C 2.184 0.075 2.728
C 3.369 0.854 -3.493
C -1.294 -2.270 -1.585
C 1.629 1.525 1.054
C -2.062 -1.089 1.998
C 2.225 -0.627 1.501
C 0.965 0.721 -3.481
C -1.977 -1.320 -0.606
C -0.201 -2.246 2.593
C 2.199 0.222 -3.882
C 0.888 1.854 -2.681
C 1.862 0.265 0.467
C 3.299 1.987 -2.690
C 2.070 2.477 -2.284
C -1.680 0.136 -0.987
C -2.217 0.658 -2.302
C -0.430 2.431 -2.215
B -0.001 -0.001 5.279
H -3.998 -0.900 0.082
H -3.679 -2.602 -0.228
H 2.242 -0.661 -4.505
H -3.903 -1.482 -1.581
H 1.798 0.035 -0.583
H -2.945 -0.481 2.068
H 0.058 0.227 -3.799
H 1.292 2.407 0.540
H 2.474 -1.666 1.382
H -1.674 -2.106 -2.588
H 4.329 0.467 -3.805
H -1.503 -1.317 4.135
H -1.941 2.096 -3.654
H 0.410 -2.704 0.514
H -1.485 -3.308 -1.318
H 4.207 2.483 -2.373
H -0.470 3.487 -2.485
H -0.595 0.277 -0.994
H 0.591 -2.687 3.174
H 1.659 2.187 3.164
H -0.457 2.406 -1.127
H -2.036 0.797 -0.198
H -0.216 -2.115 -1.595
H 2.024 3.349 -1.643
H 2.398 -0.332 3.701
```

***

DFT (wB97M-V/def2-TZVPD) results for a molecular structure, C22H25CrN6OPS2.

Energy above the lowest of the compared OMol25 structures with the same formula, charge and spin, kJ/mol: 245.27
Max |F|, eV/Å: 0.4
Net charge: -2
Multiplicity: 5
M, g mol⁻¹: 536.59

```
58
C22H25CrN6OPS2, DFT wB97M-V/def2-TZVPD
Cr 0.527 1.375 0.677
S -1.448 0.264 3.341
S -2.266 2.630 5.125
P -0.867 -0.716 0.113
O 2.732 1.022 2.840
N -2.822 -2.671 -0.375
N -1.030 2.701 1.482
N -0.156 2.473 -1.061
N -0.823 -2.766 -1.806
N -1.562 2.940 2.729
N -0.693 -3.477 0.546
C -2.774 1.179 6.061
C 5.445 -1.140 -1.920
C -2.642 -1.271 0.046
C -1.687 1.948 3.542
C -0.218 -3.667 -0.825
C 2.013 0.600 -0.057
C -0.963 3.547 -0.732
C -1.303 4.501 -1.732
C 4.019 0.787 -1.497
C 3.138 0.039 -0.627
C 1.862 1.145 2.101
C 0.294 2.358 -2.308
C -2.147 -3.579 0.550
C -0.850 4.343 -3.009
C -0.264 -2.176 1.087
C 3.531 -1.339 -0.433
C 5.106 0.212 -2.108
C -1.391 3.628 0.602
C 4.630 -1.885 -1.058
C -2.271 -2.892 -1.711
C -0.395 -1.376 -1.560
C -0.026 3.232 -3.329
H -0.624 -2.075 2.112
H -1.919 5.349 -1.456
H -2.733 -2.184 -2.404
H 0.824 -2.128 1.120
H -3.079 -1.132 1.038
H 0.691 -1.297 -1.655
H -2.034 4.441 0.928
H -2.415 -4.603 0.265
H 6.307 -1.580 -2.405
H 2.947 -1.950 0.246
H 4.870 -2.929 -0.866
H -0.834 -0.729 -2.325
H -3.191 -0.623 -0.643
H 0.955 1.514 -2.476
H -2.544 -3.908 -2.017
H -1.109 5.069 -3.772
H 3.790 1.834 -1.669
H 5.724 0.829 -2.757
H 0.865 -3.533 -0.850
H 0.369 3.079 -4.324
H -2.734 1.443 7.119
H -2.078 0.366 5.850
H -2.511 -3.388 1.561
H -0.455 -4.695 -1.121
H -3.784 0.858 5.803
```